(1)
{
  "formula": "C5H12N2O",
  "method": "ωB97M-V/def2-TZVPD",
  "homo_lumo_gap_ev": 9.72,
  "smiles": "C[C@@H](N)CCC(N)=O",
  "e_above_lowest_ev": 1.3761,
  "fmax_ev_per_a": 2.60,
  "e_homo_ev": -8.8495,
  "e_tot_ha": -382.45196,
  "symbols": ["C", "C", "N", "C", "C", "C", "N", "O", "H", "H", "H", "H", "H", "H", "H", "H", "H", "H", "H", "H"],
  "xyz": [[0.77955, -0.80460, -1.69322], [0.16959, -1.38184, -0.44031], [0.52902, -2.81634, -0.11422], [0.23951, -0.42705, 0.73349], [-0.89456, 0.60813, 0.71163], [-0.23015, 2.02061, 0.45371], [-0.98407, 3.09017, 0.90934], [0.94127, 2.15624, 0.20375], [1.85623, -0.87575, -1.93493], [0.40953, -1.23132, -2.65554], [0.46816, 0.28539, -1.58587], [-0.94719, -1.49960, -0.56467], [1.16678, -2.95180, 0.65424], [0.83990, -3.33489, -0.91546], [1.16101, 0.10315, 0.94984], [0.02827, -1.00708, 1.65502], [-1.40062, 0.71818, 1.67489], [-1.70092, 0.41552, -0.02133], [-1.94942, 2.98215, 1.15189], [-0.48191, 3.95074, 0.82777]]
}



(2)
{
  "formula": "C5H12N2O",
  "method": "ωB97M-V/def2-TZVPD",
  "homo_lumo_gap_ev": [5.89, 5.89],
  "e_above_lowest_ev": 4.9845,
  "fmax_ev_per_a": 1.21,
  "e_homo_ev": [-6.0026, -6.0014],
  "e_tot_ha": -382.31935,
  "symbols": ["C", "C", "N", "N", "C", "H", "H", "H", "H", "H", "H", "H", "H", "C", "C", "O", "H", "H", "H", "H"],
  "xyz": [[-0.60979, 1.30736, -1.08330], [0.02276, 0.67696, 0.15425], [0.68460, 1.71804, 0.93422], [-2.12622, -0.42798, 0.63684], [-0.90198, -0.05109, 1.00650], [1.26145, 1.27253, 1.64365], [1.31597, 2.23129, 0.32509], [-2.41118, -0.29352, -0.32299], [-2.59647, -1.16490, 1.14190], [-0.58290, -0.35203, 1.99493], [-1.04605, 0.54664, -1.73237], [0.16494, 1.81689, -1.66088], [-1.35758, 2.05743, -0.81404], [1.19828, -0.58633, -0.36304], [0.55780, -1.78653, -0.76958], [2.07968, -0.70013, 0.81558], [1.93813, -1.60146, 1.13335], [1.84066, -0.11872, -1.11816], [-0.33471, -2.17742, -0.30706], [0.90261, -2.36702, -1.61488]]
}



Which formula does entry 1 have?
C5H12N2O



What is the formula in the second record?
C5H12N2O